# C28H49NO21

8 unconnected molecules or ions with the total composition C28H49NO21 at a distorted geometry (the ωB97M-V functional and the def2-TZVPD basis, the OMol25 dataset).

Each line ends with the Löwdin charge.
Positions of all 99 atoms, in Å:
C: 0.2927 -1.2099 -2.2659  -0.016
C: 0.0245 0.1295 -3.0040  -0.226
C: -0.3195 1.2962 -2.0919  -0.066
O: 0.9028 2.0321 -1.8877  0.060
C: 1.8054 1.5509 -2.6959  -0.560
O: 2.9865 1.9329 -2.8067  0.118
O: 1.3521 0.5443 -3.4528  0.075
H: 0.8936 -1.0769 -1.3260  0.089
H: 0.6904 -1.9712 -2.9226  0.088
H: -0.5755 -1.6428 -1.8652  0.042
H: -0.7573 -0.0254 -3.7593  0.158
H: -0.7867 1.0641 -1.1461  0.112
H: -0.9813 2.0319 -2.6315  0.149
C: -1.0200 4.1069 0.4148  -0.020
C: -0.9316 5.2299 -0.6131  -0.329
C: 0.3803 5.9868 -0.4481  -0.076
O: 1.1474 5.5542 -1.5927  0.081
C: 0.3487 4.8442 -2.4073  -0.569
O: 0.6879 4.4883 -3.5238  0.145
O: -0.8295 4.6487 -1.8605  0.092
H: -0.0953 3.4635 0.4060  0.096
H: -1.8360 3.4105 0.1315  0.095
H: -1.0954 4.4050 1.4452  0.086
H: -1.8155 5.8873 -0.6000  0.161
H: 0.7964 5.7601 0.5178  0.118
H: 0.1954 7.0997 -0.4173  0.148
C: -0.3032 -4.2672 -0.3186  -0.001
C: 0.9345 -3.8372 0.4320  -0.309
C: 0.6511 -3.3270 1.8602  -0.077
O: 1.4982 -4.1378 2.6710  0.075
C: 2.1941 -4.9514 1.8550  -0.571
O: 3.0462 -5.7441 2.2821  0.100
O: 1.8625 -4.8656 0.5971  0.137
H: -0.6263 -5.2585 -0.0847  0.087
H: -0.1307 -4.2758 -1.3781  0.076
H: -1.1862 -3.6504 -0.0102  0.070
H: 1.3456 -2.9678 0.0074  0.112
H: -0.3565 -3.4945 2.2448  0.101
H: 0.8782 -2.2579 1.9374  0.106
C: 4.6266 -2.4983 2.0165  -0.067
O: 3.9027 -1.8825 1.0247  -0.025
C: 4.3893 -1.8493 -0.2297  -0.408
O: 5.5965 -2.5012 -0.5548  -0.056
O: 3.7423 -1.2292 -1.1926  -0.028
C: 4.0755 -1.4735 -2.5524  -0.022
H: 4.7705 -3.5158 1.7746  0.078
H: 4.0545 -2.6008 2.9580  0.114
H: 5.6270 -2.0287 2.1606  0.120
H: 5.0564 -1.0389 -2.8243  0.108
H: 3.3671 -0.9705 -3.2303  0.084
H: 3.9763 -2.5873 -2.6830  0.122
C: 1.8840 0.6589 1.1841  -0.046
O: 0.7796 1.3103 1.6915  0.029
C: -0.4308 0.8311 1.5620  -0.393
O: -0.6564 -0.4258 0.9249  -0.084
O: -1.4341 1.5508 2.0888  -0.020
C: -2.7442 0.9766 2.2021  -0.033
H: 2.0475 0.8154 0.1128  0.090
H: 1.9623 -0.4163 1.4340  0.089
H: 2.7608 1.1817 1.5610  0.105
H: -2.7020 0.0818 2.8309  0.087
H: -3.0746 0.6251 1.2130  0.078
H: -3.4488 1.7358 2.5876  0.108
C: 3.8354 3.7570 -0.5095  -0.049
O: 4.1860 2.3870 -0.3099  -0.042
C: 5.3482 1.9849 -0.8112  -0.400
O: 6.0151 2.8155 -1.7247  -0.052
O: 5.8790 0.8343 -0.3358  -0.021
C: 7.1825 0.4493 -0.6256  -0.069
H: 3.5577 4.0157 -1.5646  0.104
H: 4.7454 4.3675 -0.1129  0.135
H: 3.0030 4.0995 0.0680  0.063
H: 7.1795 0.1841 -1.6537  0.082
H: 7.5637 -0.3969 -0.0772  0.089
H: 7.9506 1.2700 -0.5203  0.118
C: -5.6934 -1.0885 3.0535  -0.061
O: -6.4445 0.1116 3.1873  0.004
C: -6.4729 0.8982 2.0802  -0.327
O: -5.6055 0.6377 0.9569  -0.100
O: -7.2286 2.0174 2.2049  -0.008
C: -7.1843 3.0288 1.2200  -0.046
H: -4.6433 -0.8536 2.9654  0.042
H: -5.8794 -1.5658 2.1180  0.064
H: -5.7367 -1.8641 3.9415  0.151
H: -7.4891 2.5767 0.2968  0.085
H: -6.1417 3.3036 1.0278  0.099
H: -7.8795 3.8614 1.4054  0.109
C: -5.0283 -4.2817 -0.7145  -0.077
C: -3.9704 -3.2323 -1.1204  -0.242
C: -3.7191 -2.1346 -0.0743  -0.175
C: -3.1338 -2.5413 1.2211  -0.229
N: -2.7388 -2.8938 2.2667  0.172
H: -5.8968 -3.7678 -0.2874  0.081
H: -4.6697 -4.8993 0.0514  0.053
H: -5.2176 -4.8317 -1.6013  0.064
H: -4.2830 -2.7321 -2.0632  0.120
H: -3.0977 -3.7307 -1.4691  0.078
H: -4.6994 -1.6704 0.1202  0.101
H: -2.9887 -1.3710 -0.3620  0.102

Atoms 1-2, force components in eV/Å:
C 0.6 1.0 0.7
C 1.2 -1.2 1.7

Summary:
Energy above the lowest of the compared OMol25 structures with the same formula, charge and spin in kcal/mol: 4.0
Orbital gap in eV: 9.5
Structure (SMILES): C[C@H]1COC(=O)O1.C[C@H]1COC(=O)O1.C[C@H]1COC(=O)O1.COC(=O)OC.COC(=O)OC.COC(=O)OC.COC(=O)OC.CCCC#N

# C4H10N2O

2 unconnected molecules or ions with the total composition C4H10N2O at a distorted geometry (the ωB97M-V functional and the def2-TZVPD basis, the OMol25 dataset).

Each line ends with the Löwdin charge.
Positions of all 17 atoms, in Å:
H: 0.2784 0.3978 1.7490  0.013
N: 0.1137 -0.5873 1.9499  0.039
C: -0.4792 -1.1844 0.9977  -0.271
C: -1.9597 -0.5771 0.3425  -0.050
H: -0.7296 -2.2223 1.2114  0.078
H: -2.3099 -1.3272 -0.3677  0.047
H: -2.6602 -0.6097 1.1758  0.049
H: -2.0101 0.4388 -0.0428  0.037
C: 1.4702 1.5757 -0.3360  -0.004
C: 0.4997 0.6583 -1.0270  -0.562
N: 0.8437 -0.7322 -0.9615  0.107
O: -0.4115 1.0331 -1.7275  0.057
H: 1.5960 1.3088 0.7108  0.061
H: 2.4573 1.4942 -0.7931  0.091
H: 1.0928 2.5943 -0.3606  0.090
H: 1.8164 -0.9876 -0.8317  0.108
H: 0.3920 -1.2734 -1.6891  0.111

Atoms 1-2, force components in eV/Å:
H -0.9 0.2 0.4
N 1.8 -0.4 -1.0

Summary:
Energy above the lowest of the compared OMol25 structures with the same formula, charge and spin in kcal/mol: 68.9
Orbital gap in eV: 9.6
Structure (SMILES): [H]/N=C\C.CC(N)=O

# C17H33ClNO9S2Si

3 unconnected molecules or ions with the total composition C17H33ClNO9S2Si at a distorted geometry (the ωB97M-V functional and the def2-TZVPD basis, the OMol25 dataset).

Each line ends with the Löwdin charge.
Positions of all 64 atoms, in Å:
C: 6.6956 -2.4706 0.2204  -0.158
Si: 5.1216 -1.8394 -0.5740  0.442
C: 4.5889 -0.3169 0.3892  -0.162
C: 5.5837 -1.2821 -2.3081  -0.149
O: 3.9216 -3.0131 -0.7102  -0.188
C: 3.0162 -3.1371 0.3523  -0.257
C: 1.8978 -4.0704 -0.0431  -0.087
O: 0.8891 -3.2966 -0.7739  0.045
C: -0.3394 -3.7676 -0.6797  -0.494
O: -0.6719 -4.9083 -0.6747  0.199
C: -1.3597 -2.6668 -0.5904  -0.052
C: -1.2999 -1.8175 0.5055  0.072
C: -2.2217 -0.7943 0.5920  -0.040
N: -3.1389 -0.6340 -0.3786  -0.444
Cl: -4.2342 0.6565 -0.2363  0.878
C: -3.2248 -1.4572 -1.4380  -0.038
C: -2.3283 -2.4968 -1.5676  0.074
H: 7.1023 -3.3543 -0.2598  0.034
H: 7.4145 -1.6569 0.1249  0.039
H: 6.5553 -2.6136 1.2912  0.029
H: 4.5206 -0.5744 1.4462  0.031
H: 3.6612 0.1072 0.0157  0.026
H: 5.3994 0.3986 0.2899  0.041
H: 6.4316 -1.8686 -2.6533  0.030
H: 5.8924 -0.2383 -2.2873  0.031
H: 4.7582 -1.3595 -3.0121  0.027
H: 2.5598 -2.1882 0.6536  0.115
H: 3.4881 -3.5705 1.2394  0.135
H: 1.4674 -4.5722 0.8157  0.136
H: 2.3065 -4.7937 -0.7405  0.142
H: -0.5585 -1.9314 1.2778  0.146
H: -2.2035 -0.0939 1.4098  0.141
H: -3.9867 -1.2516 -2.1714  0.140
H: -2.3666 -3.1737 -2.4045  0.150
O: -6.0117 2.6777 4.6130  -0.276
S: -6.9206 1.6253 4.9519  0.575
O: -6.4208 0.3643 5.4033  -0.273
O: -7.8822 1.3759 3.7006  -0.255
C: -7.2458 1.1677 2.4339  -0.265
C: -6.6801 -0.2348 2.3031  -0.089
C: -8.1404 2.2132 6.0710  -0.114
H: -6.4741 1.9263 2.2814  0.107
H: -8.0161 1.3336 1.6829  0.125
H: -5.8487 -0.3886 2.9918  0.069
H: -6.3218 -0.4064 1.2886  0.028
H: -7.4383 -0.9805 2.5379  0.091
H: -8.5468 3.1454 5.6891  0.079
H: -7.6462 2.3756 7.0262  0.082
H: -8.9155 1.4582 6.1710  0.080
O: 4.1641 4.9393 -2.3537  -0.260
S: 3.2626 3.8728 -2.0565  0.562
O: 3.7624 2.5823 -1.6921  -0.287
O: 2.2388 3.7112 -3.2618  -0.268
C: 2.7889 3.5745 -4.5918  -0.246
C: 3.3200 2.1800 -4.8568  -0.073
C: 2.1000 4.4049 -0.8465  -0.122
H: 3.5574 4.3315 -4.7515  0.117
H: 1.9662 3.7982 -5.2679  0.121
H: 4.1997 1.9689 -4.2500  0.069
H: 3.5976 2.0799 -5.9058  0.084
H: 2.5666 1.4297 -4.6152  0.081
H: 1.6897 5.3630 -1.1524  0.077
H: 2.6381 4.5044 0.0936  0.078
H: 1.3194 3.6543 -0.7572  0.068

Atoms 1-2, force components in eV/Å:
C -0.6 0.3 0.2
Si 0.8 0.6 -0.8

Summary:
Energy above the lowest of the compared OMol25 structures with the same formula, charge and spin in kcal/mol: 0.0
Orbital gap in eV: 7.0
Total charge: +1

# C2H12N2O3

4 unconnected molecules or ions with the total composition C2H12N2O3 at a distorted geometry (the ωB97M-V functional and the def2-TZVPD basis, the OMol25 dataset).

Each line ends with the Löwdin charge.
Positions of all 19 atoms, in Å:
C: -0.7690 -0.9372 -1.2084  -0.122
N: 0.3932 -1.4603 -0.5537  -0.013
C: 1.4176 -1.1922 0.0713  -0.293
N: 1.6134 0.0382 0.7778  0.043
H: -0.9744 0.0432 -0.8009  0.043
H: -1.6974 -1.5035 -1.1271  0.083
H: -0.6184 -0.8214 -2.2843  0.072
H: 2.3735 -1.7134 -0.0617  0.114
H: 0.8768 0.7137 0.6319  0.076
H: 2.5297 0.4466 0.6421  0.085
O: -0.0925 -0.6068 2.9695  -0.069
H: -0.5165 -1.2874 2.4355  0.034
H: 0.6585 -0.3310 2.4265  -0.019
O: -0.1339 1.5715 -2.7424  -0.061
H: 0.4611 2.2348 -3.1250  0.046
H: 0.4622 0.8205 -2.6727  0.012
O: -1.9277 1.4714 1.2385  -0.059
H: -2.7150 1.6862 1.7364  0.035
H: -1.3412 0.8272 1.6467  -0.009

Atoms 1-2, force components in eV/Å:
C 0.0 1.4 1.1
N -0.3 -3.2 -1.7

Summary:
Energy above the lowest of the compared OMol25 structures with the same formula, charge and spin in kcal/mol: 40.2
Orbital gap in eV: 9.2
Structure (SMILES): C/N=C\N.O.O.O

# C34H31ClGeIrNO2S3Sb

A molecular structure, C34H31ClGeIrNO2S3Sb (the ωB97M-V functional and the def2-TZVPD basis, the OMol25 dataset).

Each line ends with the Löwdin spin population.
Positions of all 75 atoms, in Å:
Ir: -2.0671 -0.3630 1.1915  -0.012
S: -1.1541 -2.4226 5.2485  0.000
Sb: -3.0231 -1.3115 4.4719  0.002
S: -2.2362 0.7034 3.2897  0.003
S: -3.2782 -2.0596 2.1309  0.000
C: -4.1506 3.2630 -2.8358  0.001
O: -3.6158 2.0635 -3.3659  0.004
C: -2.2938 1.8276 -3.1068  0.013
C: -1.3772 2.8167 -2.8143  -0.001
C: -0.0459 2.4825 -2.5768  0.021
C: 0.3448 1.1556 -2.6296  -0.001
C: -0.5800 0.1597 -2.9178  0.023
C: -1.9139 0.4778 -3.1578  0.010
N: -2.8914 -0.4546 -3.4490  0.120
C: -2.7500 -1.8348 -3.5031  0.388
C: -2.1586 -2.6955 -2.5441  0.027
C: -1.8709 -4.0220 -2.9561  0.091
C: -1.3681 -4.9741 -2.0960  0.002
C: -1.1449 -4.6273 -0.7587  0.100
C: -1.4204 -3.3502 -0.3059  0.004
C: -1.9086 -2.3451 -1.1602  0.076
O: -2.1640 -1.1394 -0.7526  0.071
H: -5.2309 3.1882 -2.9359  0.000
H: -3.7979 4.1394 -3.3917  0.000
H: -3.9022 3.3714 -1.7776  0.000
H: -1.6940 3.8497 -2.7515  -0.001
H: 0.6618 3.2592 -2.3218  0.002
H: 1.3725 0.8725 -2.4219  -0.001
H: -0.2773 -0.8789 -2.9239  0.004
H: -3.7548 -0.0599 -3.7732  0.006
H: -3.1808 -2.2991 -4.3850  0.025
H: -2.0576 -4.2767 -3.9962  0.004
H: -1.1596 -5.9770 -2.4503  -0.003
H: -0.7687 -5.3648 -0.0580  0.007
H: -1.2894 -3.0963 0.7430  -0.001
C: -0.3824 -0.8157 1.9397  0.014
Ge: 1.3417 0.0447 1.6177  0.002
C: 2.5183 -0.4012 3.1253  0.000
C: 2.5437 -1.7161 3.5926  0.000
C: 3.3317 -2.0734 4.6773  0.000
C: 4.1118 -1.1166 5.3152  0.000
C: 4.0916 0.1971 4.8680  0.000
C: 3.2949 0.5498 3.7838  0.000
C: 2.1810 -0.6565 -0.0130  0.000
C: 3.4472 -0.2523 -0.4426  0.000
C: 3.9999 -0.7612 -1.6114  0.000
C: 3.2937 -1.6925 -2.3675  0.000
C: 2.0405 -2.1156 -1.9445  0.001
C: 1.4933 -1.5967 -0.7762  0.001
C: 1.3051 2.0021 1.5145  0.000
C: 1.8663 2.7121 0.4562  0.000
C: 1.8491 4.1028 0.4376  0.000
C: 1.2549 4.8038 1.4773  0.000
C: 0.6790 4.1085 2.5341  0.000
C: 0.7068 2.7205 2.5538  0.000
H: -0.3448 -1.2138 2.9664  0.000
H: 1.9110 -2.4684 3.1307  0.000
H: 3.3139 -3.0938 5.0418  0.000
H: 4.7158 -1.3911 6.1731  0.000
H: 4.6848 0.9527 5.3717  0.000
H: 3.2756 1.5839 3.4522  0.000
H: 4.0155 0.4668 0.1431  0.000
H: 4.9812 -0.4311 -1.9345  0.000
H: 3.7218 -2.0848 -3.2830  0.000
H: 1.4728 -2.8398 -2.5209  0.000
H: 0.5032 -1.9140 -0.4686  0.000
H: 2.3160 2.1776 -0.3753  0.000
H: 2.2879 4.6363 -0.3987  0.000
H: 1.2265 5.8877 1.4574  0.000
H: 0.1897 4.6448 3.3392  0.000
H: 0.2244 2.1874 3.3671  0.000
Cl: -4.5549 2.1621 1.1514  0.000
C: -3.5297 0.9012 0.3210  -0.002
H: -2.9919 1.4640 -0.4446  0.000
H: -4.2395 0.2507 -0.1853  0.000

Atoms 1-2, force components in eV/Å:
Ir 0.2 -0.4 -0.6
S 0.0 0.0 0.0

Summary:
Energy above the lowest of the compared OMol25 structures with the same formula, charge and spin in kcal/mol: 16.5
Orbital gap (alpha / beta) in eV: 5.4 / 5.6
Multiplicity: 2
Total charge: -2

# C31H53N4O3

4 unconnected molecules or ions with the total composition C31H53N4O3 at a distorted geometry (the ωB97M-V functional and the def2-TZVPD basis, the OMol25 dataset).

Each line ends with the Löwdin charge.
Positions of all 91 atoms, in Å:
C: -0.9061 0.4277 -3.2050  -0.097
C: -1.6468 -0.7399 -2.6678  -0.223
C: -0.8646 -1.6371 -1.6258  -0.057
N: -1.7599 -2.8460 -1.0867  -0.221
C: -2.9820 -2.4008 -0.2754  0.057
C: -0.8952 -3.8394 -0.2389  -0.090
C: -1.4085 -5.2514 -0.5017  -0.118
C: -2.5078 -5.0830 -1.6092  -0.099
C: -2.1036 -3.7413 -2.2260  -0.148
H: -0.3372 0.1232 -4.0835  0.080
H: -0.0592 0.6978 -2.5742  0.055
H: -1.5142 1.2984 -3.4504  0.097
H: -1.9176 -1.3514 -3.5285  0.110
H: -2.5116 -0.3578 -2.1253  0.112
H: -0.7642 -1.0583 -0.7077  0.106
H: 0.1010 -1.9026 -2.0563  0.100
H: -3.4311 -3.1776 0.3434  0.119
H: -3.6963 -2.0554 -1.0227  0.110
H: -2.5378 -1.5992 0.3147  0.088
H: -0.9360 -3.5294 0.8053  0.110
H: 0.1602 -3.7655 -0.5012  0.122
H: -1.7865 -5.6442 0.4422  0.123
H: -0.5326 -5.8442 -0.7653  0.120
H: -3.5208 -4.9152 -1.2434  0.117
H: -2.4652 -5.9438 -2.2767  0.127
H: -2.8820 -3.2460 -2.8064  0.131
H: -1.2100 -3.7625 -2.8497  0.135
C: 4.7513 -3.9950 -6.3657  0.062
N: 4.4474 -2.8999 -5.3452  -0.048
C: 5.2142 -1.7898 -5.1217  0.049
C: 4.8046 -0.8161 -4.2233  0.067
C: 3.7295 -1.0543 -3.3551  -0.129
C: 3.0424 -2.2310 -3.5363  0.032
C: 3.3702 -3.1428 -4.5460  0.039
C: 3.2306 -0.0970 -2.3506  -0.102
C: 3.2995 1.3077 -2.4812  0.032
C: 2.8322 2.2094 -1.5740  0.016
N: 2.3777 1.7273 -0.3920  -0.050
C: 2.1790 0.3702 -0.1422  0.086
C: 2.6182 -0.5540 -1.1382  0.066
C: 1.8470 2.6326 0.6599  0.019
H: 5.0378 -3.4844 -7.2851  0.108
H: 3.9080 -4.6059 -6.6877  0.112
H: 5.6307 -4.5425 -6.0267  0.117
H: 6.1497 -1.7853 -5.6613  0.160
H: 5.4057 0.0779 -4.1460  0.140
H: 2.2078 -2.4849 -2.8997  0.106
H: 2.7921 -4.0529 -4.6098  0.151
H: 3.6783 1.7181 -3.4056  0.134
H: 2.7073 3.2658 -1.7608  0.160
H: 1.7496 0.1060 0.8129  0.106
H: 2.5586 -1.6167 -0.9549  0.123
H: 1.1130 3.2961 0.2027  0.102
H: 2.6865 3.2064 1.0524  0.122
H: 1.3225 2.1302 1.4727  0.075
C: -3.3693 4.4525 3.3898  0.020
C: -2.5393 3.3175 2.6726  -0.373
C: -1.4585 4.0288 1.8328  -0.130
C: -0.3361 4.7190 2.6510  -0.177
C: 0.3098 3.8396 3.6702  -0.129
C: -0.6137 2.8691 4.5541  -0.356
N: -1.8523 2.4062 3.7132  0.171
O: -2.6781 1.4565 4.3785  0.140
C: -1.1375 3.7346 5.7811  0.017
C: 0.2721 1.6999 4.9561  -0.017
C: -3.4070 2.4007 1.7295  -0.017
H: -4.2373 4.7551 2.8039  0.103
H: -2.8971 5.4201 3.5598  0.088
H: -3.7570 4.1141 4.3507  0.093
H: -1.8790 4.6365 1.0315  0.141
H: -0.9414 3.2952 1.2143  0.090
H: -0.7373 5.6113 3.1316  0.111
H: 0.3769 5.0932 1.9164  0.116
H: 0.8947 4.4673 4.3425  0.136
H: 1.1194 3.3278 3.1500  0.089
H: -1.3622 4.7652 5.5064  0.083
H: -0.3126 3.9620 6.4562  0.106
H: -1.9830 3.3276 6.3357  0.099
H: 0.5007 1.0564 4.1066  0.074
H: -0.2032 1.0182 5.6615  0.100
H: 1.2505 1.9963 5.3343  0.110
H: -4.0514 1.6728 2.2226  0.081
H: -2.8846 1.6775 1.1032  0.070
H: -4.1879 2.8891 1.1467  0.097
C: -1.6067 -1.6933 2.9613  -0.009
C: -0.3932 -0.9827 2.2687  -0.740
O: 0.6545 -1.6752 2.1384  -0.069
O: -0.5587 0.1473 1.7217  -0.117
H: -1.2756 -2.1987 3.8685  0.084
H: -2.1632 -2.3871 2.3311  0.041
H: -2.3305 -0.9709 3.3387  0.051

Atoms 1-2, force components in eV/Å:
C 2.1 0.3 -0.5
C -0.5 -1.5 1.3

Summary:
Orbital gap in eV: 4.9
Total charge: +3